No. 1
6
Properties=species:S:1:pos:R:3:forces:R:3:mulliken_charge:R:1 method="wB97M-V/def2-TZVPD" lumo_ev="-0.90 / -0.66" relative_energy_kj_mol=380.4 orbital_gap_ev="10.22 / 9.20" homo_energy_ev="-11.13 / -9.86" multiplicity=1 max_force_ha_per_bohr=0.084 e_tot_ev=-7101.63651
N -1.1994 0.1435 -0.2302 -0.4 0.0 1.0 -0.480
N 1.0899 -0.3090 -0.0667 -1.5 -0.7 0.5 0.709
O 1.2488 -1.5177 0.1166 0.9 4.1 -0.9 -0.364
O 1.6269 0.7375 -0.3535 0.1 -3.2 0.5 -0.363
H -1.6767 -0.2362 0.6567 1.0 0.9 -1.3 0.242
H -1.0895 1.1819 -0.1228 -0.1 -1.1 0.3 0.256

---

No. 2
15
Properties=species:S:1:pos:R:3:forces:R:3:mulliken_charge:R:1 method="wB97M-V/def2-TZVPD" lumo_ev=0.62 relative_energy_kj_mol=475.4 orbital_gap_ev=9.33 homo_energy_ev=-8.70 multiplicity=1 max_force_ha_per_bohr=0.037 e_tot_ev=-9301.46594
C 1.2986 1.9896 -0.3175 0.3 0.4 -0.1 -0.771
N 0.1363 1.3081 0.1884 -0.3 0.8 0.4 -0.172
C -0.3350 -0.9342 -0.5936 -0.4 -0.4 -0.7 -0.120
C -1.0511 -1.7655 0.4478 -0.5 0.0 -0.4 -0.374
O -0.1782 -2.6132 1.1740 0.2 0.2 0.0 -0.522
C -0.5296 0.4504 -0.6669 0.5 -0.1 0.6 0.255
N -1.3237 0.3618 -1.6241 0.9 -1.3 1.0 -0.574
H 1.0627 3.0077 -0.6321 0.3 0.1 -0.1 0.270
H 2.0914 1.9938 0.4357 -0.1 0.2 -0.1 0.287
H 1.6902 1.4477 -1.1862 -0.2 0.1 0.2 0.280
H -0.4291 1.7332 0.8986 0.0 0.6 0.0 0.231
H 0.6088 -1.3381 -0.9664 -0.5 -0.2 -0.6 0.336
H -1.7328 -2.4205 -0.0857 -0.2 -0.2 0.2 0.263
H -1.6457 -1.1300 1.1248 0.1 -0.1 -0.2 0.307
H 0.3372 -2.0907 1.8030 -0.1 0.0 -0.2 0.302

---

No. 3
84
Properties=species:S:1:pos:R:3:forces:R:3:mulliken_spin:R:1 method="wB97M-V/def2-TZVPD" lumo_ev="-1.77 / -1.76" relative_energy_kj_mol=214.8 orbital_gap_ev="5.59 / 5.89" homo_energy_ev="-7.35 / -7.65" multiplicity=2 max_force_ha_per_bohr=0.054 e_tot_ev=-67031.48467
Ir -0.1257 0.2270 0.1641 -1.9 0.3 1.1 0.755
O -4.3301 5.4987 2.3929 -1.7 0.4 0.3 0.000
C -3.1204 5.4385 2.4366 0.9 -2.2 -1.4 0.000
O -2.2022 6.0782 2.9060 1.0 1.4 0.9 0.000
C -2.5603 4.1502 1.6456 -0.6 1.4 0.8 -0.002
C -1.5049 4.3057 0.7706 0.3 -1.3 -0.7 0.002
C -1.0139 3.1600 0.1283 -1.0 0.7 0.8 -0.003
N -1.5269 1.9466 0.3878 1.7 -1.0 0.3 0.022
C -2.5479 1.7991 1.2514 -0.1 1.3 0.1 0.024
C -3.1105 2.9120 1.8926 0.5 -1.1 -1.0 0.001
C -3.0021 0.4377 1.4714 -0.1 -1.5 0.1 -0.029
C -4.1377 0.1125 2.2261 0.4 0.3 -0.3 -0.002
C -4.4851 -1.2079 2.3993 0.3 -0.5 -0.3 0.006
C -3.7217 -2.1997 1.7792 -0.2 0.4 0.2 -0.003
C -2.6114 -1.8085 1.0537 -0.2 -0.4 0.2 0.009
N -2.2447 -0.5415 0.9150 0.2 0.5 0.1 0.035
C 0.1071 3.1948 -0.7929 1.0 -0.2 -0.7 0.013
C 0.5202 4.3710 -1.4295 -0.4 -0.4 0.3 0.002
C 1.6371 4.3519 -2.2335 0.3 -0.5 -0.1 0.000
C 2.3298 3.1515 -2.3881 -0.3 0.4 0.1 0.000
C 1.8423 2.0235 -1.7593 0.4 0.1 -0.1 0.018
N 0.7594 2.0243 -0.9938 -0.1 0.1 0.3 -0.014
H -1.0411 5.2672 0.6263 0.0 0.1 0.1 0.000
H -3.9515 2.8093 2.5559 -0.1 0.1 0.1 0.000
H -4.7322 0.8926 2.6747 0.0 0.1 0.0 -0.001
H -5.3401 -1.4749 3.0023 -0.1 0.0 0.0 0.000
H -3.9917 -3.2413 1.8559 0.1 -0.1 0.0 0.000
H -1.9954 -2.5489 0.5641 0.1 0.0 0.0 0.004
H -0.0541 5.2748 -1.2999 0.0 0.1 0.1 0.001
H 1.9699 5.2483 -2.7310 0.0 0.1 -0.1 0.000
H 3.2182 3.0892 -2.9936 0.1 0.0 -0.1 0.001
H 2.3517 1.0776 -1.8700 0.0 0.0 0.0 -0.005
C 2.9875 -1.4435 -3.4811 0.0 -0.2 -0.1 0.001
C 1.8232 -0.5444 -3.7743 -0.1 0.1 -0.1 -0.003
C 2.0559 0.4915 -4.6728 -0.1 0.0 0.0 -0.001
C 1.1030 1.4451 -4.9611 -0.1 0.0 0.0 0.001
C -0.0993 1.4067 -4.2871 0.1 -0.1 -0.1 0.000
C -0.3836 0.3862 -3.3901 0.0 -0.1 0.1 -0.032
C -1.6891 0.4681 -2.6560 0.0 -0.1 -0.1 0.085
C 0.5562 -0.6385 -3.1708 0.1 0.4 -0.4 0.018
N 0.1586 -1.7292 -2.3333 0.6 -0.5 0.3 0.007
C 1.1040 -2.7037 -1.7682 -0.4 -0.5 -2.6 0.013
O 1.5459 -3.5754 -2.5019 -0.6 1.1 1.3 -0.001
C 1.3276 -2.7121 -0.3394 0.6 -0.4 2.2 -0.005
C 2.0291 -3.8384 0.1441 -0.6 0.6 -0.8 0.002
C 2.1676 -4.0361 1.4923 -0.2 0.7 0.9 -0.001
C 1.6840 -3.0475 2.3575 0.3 -0.9 -0.6 0.001
C 1.1014 -1.9129 1.8242 -0.1 0.1 -0.1 -0.004
N 0.8772 -1.7475 0.5066 0.4 0.8 -0.8 -0.025
C 0.8448 -0.7635 2.7662 -0.2 1.7 0.0 -0.002
O 0.9006 -0.9022 3.9791 0.3 -0.7 0.2 0.002
N 0.7053 0.4072 2.1148 -0.5 -1.8 -1.3 0.095
C 0.6618 1.6684 2.6828 0.2 1.5 0.7 0.018
C -0.3223 2.0809 3.6035 0.3 -0.2 -0.3 0.004
C -1.2374 1.0946 4.2506 0.1 -0.1 0.1 -0.001
C -0.4024 3.4212 3.9405 0.1 0.2 0.1 -0.002
C 0.4751 4.3569 3.4207 0.1 -0.1 0.1 0.008
C 1.4998 3.9351 2.5920 -0.2 0.1 0.1 -0.005
C 1.6157 2.6068 2.2279 -0.2 -0.5 0.1 -0.011
C 2.8003 2.1534 1.4282 0.0 -0.1 -0.1 -0.001
H 3.8819 -1.0485 -3.9583 0.0 0.0 0.1 0.000
H 2.8175 -2.4580 -3.8370 0.1 0.1 0.0 0.000
H 3.1716 -1.5060 -2.4083 0.2 0.0 0.1 0.000
H 3.0215 0.5448 -5.1527 0.1 0.0 0.0 0.000
H 1.3106 2.2250 -5.6761 0.0 0.1 -0.1 0.000
H -0.8383 2.1797 -4.4408 -0.1 0.1 0.0 0.001
H -1.9703 1.5103 -2.5160 0.0 0.0 0.2 0.007
H -1.6234 -0.0255 -1.6754 -0.2 0.1 0.0 -0.014
H -2.4893 -0.0132 -3.2151 -0.1 0.0 0.0 0.001
H 2.4066 -4.5367 -0.5891 -0.1 0.0 0.1 0.000
H 2.6593 -4.9167 1.8756 0.0 -0.1 0.0 0.000
H 1.7745 -3.1303 3.4294 0.0 0.2 0.1 0.000
H -2.1043 1.5918 4.6771 -0.2 0.0 0.0 0.000
H -0.6917 0.5959 5.0527 -0.1 -0.1 0.0 0.000
H -1.5568 0.3200 3.5561 0.0 -0.1 0.1 0.000
H -1.1782 3.7442 4.6183 -0.1 0.1 0.0 0.000
H 0.3595 5.3975 3.6750 -0.1 0.1 0.0 0.000
H 2.2261 4.6413 2.2207 0.1 0.2 -0.1 0.000
H 3.1105 2.9163 0.7173 0.1 0.1 -0.1 0.000
H 2.5771 1.2332 0.8918 0.1 0.0 0.0 0.002
H 3.6423 1.9527 2.0941 0.0 0.0 0.0 0.000
F -1.9580 -2.1863 -3.4650 0.1 0.3 -0.3 0.000
B -1.0771 -2.3961 -2.5024 -0.6 -0.1 -0.3 0.006
F -1.4169 -3.3702 -1.6629 0.2 -0.3 0.5 0.001

---

No. 4
127
Properties=species:S:1:pos:R:3:forces:R:3:mulliken_charge:R:1 method="wB97M-V/def2-TZVPD" lumo_ev=1.45 orbital_gap_ev=4.32 homo_energy_ev=-2.87 multiplicity=1 max_force_ha_per_bohr=0.008 total_charge=-1 e_tot_ev=-177775.99245
N 0.1979 -4.6658 -0.9550 0.1 0.0 -0.1 -0.575
C -0.0645 -4.7229 -2.3923 0.0 0.2 0.1 0.563
N -1.0808 -5.7387 -2.5504 0.0 0.0 -0.2 -0.199
N 1.1686 -5.0173 -3.1384 -0.2 0.0 -0.1 -0.675
C -0.5654 -3.3786 -2.9594 0.1 0.0 0.1 -1.002
C -1.8400 -2.8878 -2.3330 0.0 0.0 0.0 -0.264
Cl -1.8888 -1.0634 -2.8142 -0.1 0.1 0.0 -0.270
C -3.0631 -3.4918 -2.9412 0.0 0.1 -0.1 -0.867
S -4.0133 -4.6661 -1.9248 0.0 -0.1 0.1 0.906
O -4.2577 -5.8884 -2.6689 0.0 0.2 0.1 -0.653
O -3.6098 -4.7215 -0.5408 -0.1 -0.1 -0.2 -0.566
H 0.9624 -4.0187 -0.7933 0.0 0.0 0.1 0.148
H -0.6277 -4.2609 -0.5119 0.0 0.0 -0.1 0.353
H -0.7949 -6.5839 -2.0677 -0.1 0.1 0.0 0.257
H -1.2187 -5.9470 -3.5341 0.0 0.0 0.1 0.286
H 1.7500 -5.6764 -2.6302 0.0 0.1 0.1 0.266
H 1.6761 -4.1441 -3.2302 0.3 -0.2 0.1 0.060
H -0.5990 -3.4512 -4.0726 -0.1 -0.1 0.1 0.226
H 0.2293 -2.6643 -2.7145 0.0 0.0 -0.1 0.241
H -3.8209 -2.7243 -3.1236 0.0 0.0 0.0 0.762
H -2.9439 -4.0627 -3.8761 0.1 0.0 0.0 0.046
H -5.2175 -4.0181 -1.9394 0.0 0.0 0.1 0.046
O 2.6489 -3.2147 0.4576 -0.1 -0.1 0.2 -0.594
S 3.9432 -2.9912 1.0165 0.1 0.1 -0.2 1.141
O 4.6869 -4.0867 1.5612 0.0 0.0 0.0 -0.667
O 3.8498 -1.8270 2.0956 0.1 0.0 0.1 -0.223
C 2.8269 -1.9705 3.1248 -0.1 0.1 0.0 -0.404
C 3.2215 -2.9624 4.1938 0.1 0.0 0.0 -0.781
C 4.9265 -2.1418 -0.1679 0.0 0.0 0.0 -0.976
H 1.8880 -2.2312 2.6355 0.0 0.0 0.0 0.344
H 2.7378 -0.9628 3.5268 0.0 0.0 0.0 0.255
H 3.2585 -3.9770 3.8013 0.0 0.0 0.0 0.297
H 2.4819 -2.9256 4.9955 0.0 0.0 0.0 0.398
H 4.1985 -2.7106 4.6062 0.0 0.0 0.0 0.101
H 4.3443 -1.3121 -0.5574 0.0 0.0 0.0 0.271
H 5.1257 -2.8602 -0.9608 0.0 0.0 0.0 0.392
H 5.8510 -1.8113 0.2993 0.0 0.0 0.0 0.360
O 3.4299 -2.4269 -3.2057 0.0 0.0 0.0 -0.541
S 3.3944 -1.9722 -4.5694 0.1 0.0 0.2 1.190
O 4.0064 -2.7893 -5.5734 -0.1 0.0 -0.1 -0.663
O 4.0546 -0.5186 -4.6143 -0.1 0.0 -0.1 -0.278
C 5.3250 -0.3465 -3.9483 -0.1 0.1 0.0 0.172
C 6.4820 -0.9211 -4.7352 0.0 0.0 0.0 -1.068
C 1.7566 -1.5544 -5.0298 0.0 0.0 0.0 -0.866
H 5.2536 -0.7863 -2.9544 0.0 0.0 0.0 -0.134
H 5.4121 0.7334 -3.8416 0.0 0.0 0.0 0.302
H 6.4196 -2.0058 -4.8017 0.0 0.0 0.0 0.287
H 7.4161 -0.6502 -4.2393 0.0 0.0 0.0 0.418
H 6.4933 -0.5163 -5.7470 0.0 0.0 0.0 0.268
H 1.3126 -0.9353 -4.2533 0.0 0.0 0.0 0.222
H 1.2146 -2.4981 -5.0996 0.0 0.0 0.0 0.322
H 1.7830 -1.0478 -5.9910 0.0 0.0 0.0 0.453
O -3.7670 -2.6751 -6.3619 0.0 0.0 0.0 -0.608
S -3.2303 -1.9539 -7.4732 0.0 0.0 0.1 1.234
O -2.1538 -1.0334 -7.2730 0.0 0.0 0.0 -0.585
O -4.4274 -1.2151 -8.2210 0.1 0.1 0.0 -0.320
C -5.3242 -0.4423 -7.3732 -0.1 -0.1 0.0 -0.384
C -4.7097 0.8554 -6.9006 0.0 0.0 0.0 -0.822
C -2.7907 -3.0685 -8.7609 0.0 0.0 0.0 -1.008
H -5.6278 -1.0740 -6.5381 0.0 0.0 0.0 0.329
H -6.1878 -0.2725 -8.0134 0.0 0.0 0.0 0.272
H -3.8798 0.6782 -6.2187 0.0 0.0 0.0 0.182
H -5.4724 1.4327 -6.3755 0.0 0.0 0.0 0.386
H -4.3464 1.4412 -7.7452 0.0 0.0 0.0 0.268
H -3.6167 -3.7532 -8.9305 0.0 0.0 0.0 0.313
H -1.9129 -3.6036 -8.4038 0.0 0.0 0.0 0.377
H -2.5540 -2.4949 -9.6529 0.0 0.0 0.0 0.339
O 7.5810 0.6791 5.2760 0.0 0.0 0.0 -0.678
S 7.3404 -0.5411 4.5619 0.0 0.1 0.1 1.203
O 6.4322 -1.4929 5.1243 0.0 0.0 0.0 -0.574
O 8.7338 -1.2355 4.2552 0.0 -0.1 0.0 -0.279
C 9.6434 -1.4221 5.3734 0.0 0.1 0.0 -0.385
C 9.2425 -2.5798 6.2583 0.0 0.0 0.0 -0.961
C 6.8852 -0.1971 2.9016 -0.1 0.0 0.0 -0.915
H 9.7031 -0.4827 5.9236 0.0 0.0 0.0 0.351
H 10.6007 -1.6013 4.8886 0.0 0.0 0.0 0.259
H 8.3071 -2.3818 6.7779 0.0 0.0 0.0 0.292
H 10.0275 -2.7428 6.9985 0.0 0.0 0.0 0.379
H 9.1226 -3.4889 5.6695 0.0 0.0 0.0 0.269
H 7.5848 0.5258 2.4915 0.0 0.0 0.0 0.399
H 5.8769 0.2108 2.9379 0.0 0.0 0.0 0.375
H 6.8885 -1.1274 2.3399 0.0 0.0 0.0 0.200
O -2.7318 5.2471 -3.2837 0.0 0.0 0.0 -0.661
S -1.3885 5.1643 -2.7875 0.0 0.0 0.0 1.164
O -0.3151 5.4969 -3.6773 0.0 0.0 0.1 -0.621
O -1.1529 3.7489 -2.1366 0.1 0.0 0.0 -0.189
C -1.5744 2.5469 -2.8546 -0.1 -0.2 0.0 -0.412
C -0.6465 2.1863 -3.9860 0.1 0.0 0.0 -0.852
C -1.2274 6.0859 -1.2991 -0.1 0.0 0.1 -0.814
H -2.6012 2.6909 -3.1892 0.0 0.1 0.0 0.336
H -1.5690 1.7788 -2.0849 0.0 0.0 0.0 0.231
H -0.6832 2.9124 -4.7979 0.0 0.0 0.0 0.415
H -0.9443 1.2062 -4.3626 0.0 0.0 0.0 0.269
H 0.3820 2.1237 -3.6276 0.0 0.0 0.0 0.246
H -2.0377 5.7962 -0.6338 0.0 0.1 0.0 0.162
H -1.2857 7.1432 -1.5461 0.0 0.0 0.0 0.431
H -0.2590 5.8522 -0.8634 0.0 0.0 0.0 0.293
O -1.0170 6.0679 3.1606 0.0 0.0 0.0 -0.693
S -2.1233 5.2579 2.7379 0.1 0.0 -0.1 1.249
O -3.0154 5.7918 1.7508 0.0 0.0 0.0 -0.626
O -2.9336 4.7849 4.0087 -0.1 0.0 -0.1 -0.236
C -3.3329 5.7933 4.9810 0.0 0.0 0.2 -0.253
C -4.5090 6.6171 4.5123 0.0 0.0 0.0 -1.022
C -1.5642 3.6780 2.2092 0.0 0.0 0.0 -0.883
H -2.4613 6.4065 5.2118 0.0 0.0 -0.1 0.351
H -3.5926 5.2062 5.8577 0.0 0.0 0.0 0.182
H -4.2508 7.2471 3.6626 0.0 0.0 0.0 0.390
H -4.8369 7.2508 5.3375 0.0 0.0 0.0 0.373
H -5.3371 5.9698 4.2247 0.0 0.0 0.0 0.245
H -0.8918 3.2730 2.9600 0.0 0.0 0.0 0.330
H -1.0443 3.8328 1.2652 0.0 0.0 0.0 0.298
H -2.4285 3.0364 2.0594 0.0 0.0 0.0 0.332
O -7.6239 4.4230 7.8760 0.0 0.0 0.0 -0.672
S -6.3051 4.1045 8.3361 0.0 0.0 -0.1 1.169
O -5.1863 4.4964 7.5317 0.0 0.0 0.0 -0.512
O -6.2226 2.5578 8.6519 0.0 0.0 0.0 -0.290
C -6.6873 1.6390 7.6160 -0.1 0.0 0.0 -0.364
C -5.6969 1.4898 6.4857 0.0 0.0 0.0 -0.894
C -6.0725 4.6947 9.9750 0.0 0.0 0.0 -1.005
H -7.6608 1.9865 7.2705 0.0 0.0 0.0 0.345
H -6.8237 0.7065 8.1587 0.0 0.0 0.0 0.267
H -5.5957 2.4102 5.9137 0.0 0.0 0.0 0.231
H -6.0474 0.7027 5.8169 0.0 0.0 0.0 0.391
H -4.7155 1.2096 6.8674 0.0 0.0 0.0 0.267
H -6.9167 4.3813 10.5825 0.0 0.0 0.0 0.354
H -6.0267 5.7794 9.9043 0.0 0.0 0.0 0.363
H -5.1360 4.2968 10.3563 0.0 0.0 0.0 0.321